[1]
Here is a molecular structure, C44H46BClN8O8PSV from OMol25. Energies are from the ωB97M-V functional and the def2-TZVPD basis.

Results
Strongest force on any atom = 1.67 eV/Å
<S²> = 3.7572
HOMO-LUMO gap (alpha / beta) = 6.136 / 7.685 eV
2S+1 = 4
ΔE to the lowest compared entry with this formula, charge and spin = 38.1 kcal per mole
Net charge = -1
E_HOMO (alpha / beta) = -0.153 / -0.210 Ha

The geometry in XYZ format:
```
111
Properties=species:S:1:pos:R:3:forces:R:3:mulliken_spin:R:1
V 0.421 -0.421 -0.193 -1.3 0.8 0.3 2.68
C -3.090 2.491 -1.075 -0.5 -0.5 -0.3 -0.01
C -2.104 2.166 -2.149 -0.1 -0.1 0.0 0.00
C -2.127 2.668 -3.462 0.1 0.0 0.1 0.01
C -1.086 2.035 -4.103 0.0 0.0 0.1 0.00
C -0.622 2.200 -5.514 -0.1 0.0 0.0 0.00
N -0.498 1.215 -3.205 -0.2 -0.2 -0.1 -0.02
N -1.123 1.285 -2.002 0.2 0.0 0.1 0.05
B 0.610 0.182 -3.483 0.1 0.0 0.1 -0.05
N 0.192 -1.264 -3.090 -0.1 0.2 0.0 0.09
N 0.087 -1.705 -1.802 -0.1 -0.1 -0.6 -0.12
C -0.235 -2.993 -1.860 0.0 -0.1 0.2 0.09
C -0.416 -3.850 -0.652 0.0 0.0 0.0 0.01
C -0.352 -3.396 -3.193 -0.1 0.1 0.0 0.01
C -0.082 -2.269 -3.938 0.1 0.0 -0.1 0.02
C -0.081 -2.113 -5.423 0.0 -0.1 0.0 0.00
N 1.896 0.573 -2.742 -0.1 0.0 0.0 -0.01
N 1.957 0.530 -1.386 0.2 0.2 -0.2 0.04
C 3.208 0.839 -1.057 0.1 -0.1 0.2 0.03
C 3.751 0.813 0.332 0.0 0.1 0.1 0.01
C 3.958 1.106 -2.207 -0.1 0.0 -0.1 0.01
C 3.089 0.919 -3.259 0.0 -0.1 0.0 0.01
C 3.358 1.025 -4.723 0.0 0.0 0.0 0.00
H -3.275 3.566 -1.028 0.0 -0.1 0.0 0.00
H -2.750 2.164 -0.098 -0.5 -0.4 -0.6 0.01
H -4.042 1.996 -1.274 -0.1 0.0 -0.1 0.00
H -2.808 3.392 -3.876 0.0 0.0 0.0 0.00
H -1.214 2.978 -5.994 0.0 0.0 0.0 0.00
H -0.730 1.281 -6.091 0.0 0.0 0.0 0.00
H 0.426 2.492 -5.562 0.0 0.0 0.0 0.00
H 0.829 0.181 -4.659 0.0 0.0 0.0 0.00
H -0.917 -3.313 0.151 0.0 0.0 0.0 0.01
H 0.548 -4.203 -0.278 0.0 0.0 0.0 0.00
H -1.016 -4.721 -0.916 0.0 0.0 0.0 0.00
H -0.606 -4.377 -3.556 0.0 0.0 0.0 0.00
H -0.381 -3.055 -5.879 0.0 0.0 0.0 0.00
H 0.905 -1.845 -5.801 0.0 0.0 0.0 0.00
H -0.777 -1.338 -5.744 0.0 0.0 0.0 0.00
H 2.978 0.640 1.075 0.0 0.0 0.0 0.00
H 4.252 1.760 0.548 0.0 0.0 0.0 0.00
H 4.501 0.025 0.417 0.0 0.1 0.0 0.00
H 5.001 1.366 -2.259 0.0 0.0 0.0 0.00
H 4.402 1.299 -4.873 0.0 0.0 0.0 0.00
H 2.734 1.778 -5.201 0.0 0.0 0.0 0.00
H 3.177 0.078 -5.232 0.0 0.0 0.0 0.00
O -0.964 -2.830 3.127 0.0 -0.1 0.0 0.00
C -0.202 -2.240 2.365 0.1 -0.1 0.1 -0.03
O -0.573 -1.417 1.462 0.0 0.2 -0.4 0.01
C 1.288 -2.496 2.511 0.0 -0.1 0.0 0.02
C 1.721 -3.092 3.669 -0.1 0.0 -0.1 0.00
C 3.069 -3.401 3.843 0.1 -0.2 0.2 0.01
C 3.982 -3.190 2.833 0.1 0.0 0.0 0.00
C 3.552 -2.612 1.657 0.4 -0.1 -0.2 0.02
C 2.212 -2.156 1.464 -0.4 0.2 0.1 0.02
O 1.883 -1.458 0.460 1.3 -0.9 0.5 -0.08
N 4.557 -2.464 0.597 -0.3 -0.1 -0.1 0.00
O 4.167 -2.333 -0.554 0.5 -0.1 0.6 0.00
O 5.742 -2.506 0.927 -0.3 0.1 -0.3 0.00
N 3.526 -3.993 5.095 -0.1 0.1 -0.2 0.00
O 4.700 -4.334 5.177 -0.3 0.0 0.1 0.00
O 2.714 -4.110 6.003 0.3 0.0 -0.2 0.00
H 0.995 -3.323 4.435 0.0 0.0 0.0 0.00
H 5.016 -3.474 2.950 0.0 0.0 0.0 0.00
Cl -2.807 -1.087 -0.424 -0.1 0.1 0.0 0.01
C -3.801 -0.457 0.847 0.0 0.0 -0.1 0.00
C -5.129 -0.871 0.827 -0.1 0.0 0.1 0.00
C -6.036 -0.360 1.737 0.0 0.0 0.0 0.00
C -5.611 0.578 2.667 0.0 0.0 0.0 0.00
C -4.284 0.968 2.679 0.0 0.1 0.2 0.00
C -3.336 0.459 1.789 0.1 0.0 0.0 0.00
P -1.562 1.020 1.910 -0.2 0.1 0.1 0.03
C -1.884 2.823 2.217 0.1 0.0 0.0 0.00
C -1.806 3.651 1.095 0.7 0.3 0.3 0.02
C -2.082 5.007 1.182 0.1 0.0 0.1 0.00
C -2.399 5.573 2.411 0.0 -0.1 0.0 0.00
C -2.429 4.772 3.545 0.0 0.0 0.0 0.00
C -2.176 3.409 3.445 0.0 0.0 0.1 0.00
C -1.151 0.451 3.610 0.1 0.1 0.0 -0.01
C -1.915 -0.409 4.386 -0.2 0.0 0.0 0.00
C -1.457 -0.839 5.626 0.0 0.0 0.0 0.00
C -0.224 -0.429 6.103 0.0 0.0 0.0 0.00
C 0.563 0.410 5.322 0.0 0.0 0.0 0.00
C 0.106 0.836 4.088 0.0 0.1 0.0 0.00
H -5.435 -1.590 0.081 0.0 0.0 0.0 0.00
H -7.068 -0.686 1.710 0.0 0.0 0.0 0.00
H -6.305 1.002 3.381 0.0 0.0 0.0 0.00
H -3.967 1.695 3.419 0.0 -0.1 -0.1 0.00
H -1.502 3.222 0.147 0.5 0.5 0.5 0.01
H -2.028 5.624 0.295 0.0 0.0 0.0 0.00
H -2.611 6.632 2.486 0.0 0.0 0.0 0.00
H -2.652 5.207 4.511 0.0 0.0 0.0 0.00
H -2.194 2.798 4.341 0.0 0.0 0.0 0.00
H -2.856 -0.793 4.015 0.0 0.0 0.0 0.00
H -2.060 -1.527 6.203 0.0 0.0 0.0 0.00
H 0.138 -0.786 7.058 0.0 0.0 0.0 0.00
H 1.546 0.710 5.667 0.0 0.0 0.0 0.00
H 0.724 1.462 3.456 0.0 0.0 0.0 0.00
O 1.315 2.392 1.651 0.2 0.4 0.0 0.07
S 2.281 3.517 1.891 -0.3 -0.4 -0.2 0.00
C 3.461 2.911 3.149 0.1 0.0 0.1 0.00
C 3.414 3.867 4.335 0.0 0.0 -0.1 0.00
C 1.942 4.247 4.479 0.0 0.0 0.0 0.00
C 1.509 4.662 3.080 0.0 0.0 0.0 0.00
H 4.443 2.798 2.693 0.0 0.0 0.0 0.00
H 3.077 1.922 3.406 0.0 0.0 0.0 0.00
H 4.003 4.762 4.115 0.0 0.0 0.0 0.00
H 3.833 3.410 5.232 0.0 0.0 0.0 0.00
H 1.779 5.044 5.206 0.0 0.0 0.0 0.00
H 1.358 3.380 4.797 0.0 0.0 0.0 0.00
H 1.862 5.662 2.822 0.0 0.0 0.0 0.00
H 0.439 4.603 2.897 -0.2 0.0 -0.1 0.00
```
Forces are in eV/Å.

***

[2]
Here is a molecular structure, C44H46BrN3O4P2SSi2Ti from OMol25. Energies are from the ωB97M-V functional and the def2-TZVPD basis.

Results
Strongest force on any atom = 1.22 eV/Å
HOMO-LUMO gap = 6.410 eV
ΔE to the lowest compared entry with this formula, charge and spin = 0.0 kcal per mole
E_HOMO = -0.260 Ha

The geometry in XYZ format:
```
104
Properties=species:S:1:pos:R:3:forces:R:3:mulliken_charge:R:1
Ti -0.459 -0.464 0.679 1.1 0.6 0.1 -2.34
C 0.843 -3.199 -1.273 0.1 0.2 -0.1 -0.66
Si 2.121 -1.861 -0.947 0.0 -0.2 0.0 0.45
C 2.835 -1.368 -2.622 0.0 0.0 0.3 -1.23
C 3.530 -2.431 0.164 0.0 0.1 -0.3 -1.20
N 1.271 -0.510 -0.180 0.1 0.0 -0.4 1.02
P 1.446 1.135 -0.184 0.4 -0.3 0.1 2.60
C 0.188 1.638 0.854 -0.3 -0.4 -0.4 -0.99
P -1.312 2.032 0.157 0.0 0.2 0.1 1.90
N -1.734 0.629 -0.543 -0.3 -0.1 0.1 0.51
Si -2.991 0.021 -1.615 -0.1 -0.1 -0.2 0.71
C -4.679 -0.204 -0.819 0.2 0.0 -0.1 -1.26
C -2.374 -1.622 -2.291 0.0 0.2 0.1 -0.85
C -3.179 1.194 -3.089 0.0 -0.1 0.2 -1.12
C -2.455 2.465 1.499 0.1 -0.1 0.0 0.90
C -2.241 3.645 2.210 0.0 0.0 0.0 -1.02
C -3.031 3.954 3.300 0.0 0.0 0.0 -0.71
C -4.043 3.085 3.696 0.0 0.0 0.0 -0.74
C -4.262 1.912 2.994 0.0 0.0 0.0 -0.95
C -3.467 1.605 1.897 0.0 0.0 -0.1 -0.16
C -1.438 3.498 -0.901 0.0 -0.1 0.1 1.35
C -2.701 3.929 -1.300 -0.1 0.0 0.0 -0.68
C -2.835 5.047 -2.103 0.0 0.0 0.0 -0.73
C -1.706 5.755 -2.497 0.0 0.0 0.0 -0.73
C -0.451 5.354 -2.070 0.0 0.1 0.0 -0.58
C -0.320 4.231 -1.267 0.1 0.0 0.1 -0.29
C 3.040 1.669 0.485 -0.1 0.0 0.0 -0.19
C 3.070 2.776 1.326 -0.1 0.0 0.0 -0.42
C 4.280 3.252 1.805 0.0 0.0 0.0 -0.67
C 5.461 2.615 1.457 0.1 0.0 0.0 -0.67
C 5.435 1.507 0.623 0.0 0.0 0.0 -0.98
C 4.228 1.041 0.131 0.0 0.0 0.0 -0.08
C 1.534 1.661 -1.924 0.0 0.1 0.1 0.52
C 0.596 1.182 -2.832 -0.1 -0.1 0.0 0.12
C 0.620 1.598 -4.152 0.0 0.0 0.0 -0.66
C 1.592 2.490 -4.583 0.0 0.0 0.0 -0.98
C 2.538 2.964 -3.688 0.0 0.0 0.0 -0.79
C 2.508 2.554 -2.363 0.0 0.0 0.1 -0.80
H 1.276 -4.193 -1.143 0.0 0.0 -0.1 0.16
H 0.471 -3.128 -2.297 0.0 0.0 -0.1 0.52
H -0.010 -3.153 -0.591 0.1 0.0 -0.1 -0.22
H 3.408 -2.224 -2.987 0.0 -0.1 0.0 0.56
H 3.511 -0.514 -2.592 0.0 0.1 0.0 0.30
H 2.061 -1.147 -3.356 -0.1 0.0 0.0 0.25
H 3.655 -3.510 0.063 0.1 0.1 -0.1 0.54
H 3.319 -2.216 1.212 0.0 0.1 0.0 0.21
H 4.479 -1.966 -0.107 0.0 0.1 0.0 0.55
H -4.662 -0.921 0.004 0.0 0.0 0.0 0.26
H -5.362 -0.589 -1.580 0.0 0.0 0.0 0.50
H -5.099 0.736 -0.457 0.0 0.1 0.0 0.30
H -2.135 -2.336 -1.505 0.0 0.0 0.0 -0.05
H -1.491 -1.492 -2.921 0.0 0.0 0.0 0.17
H -3.151 -2.068 -2.914 0.0 0.0 0.0 0.58
H -3.998 1.902 -2.964 0.0 0.0 0.0 0.35
H -3.401 0.600 -3.978 0.0 0.0 0.0 0.48
H -2.276 1.769 -3.291 0.1 0.0 0.0 0.22
H -1.448 4.320 1.908 0.0 0.0 0.0 0.41
H -2.861 4.871 3.848 0.0 0.0 0.0 0.45
H -4.657 3.328 4.553 0.0 0.0 0.0 0.41
H -5.044 1.228 3.294 0.0 0.0 0.0 0.53
H -3.649 0.692 1.348 0.0 0.0 0.0 0.04
H -3.585 3.392 -0.975 0.0 0.0 0.0 0.57
H -3.818 5.371 -2.417 0.0 0.0 0.0 0.46
H -1.810 6.630 -3.125 0.0 0.0 0.0 0.39
H 0.428 5.916 -2.355 0.0 0.0 0.0 0.47
H 0.658 3.937 -0.911 0.0 0.0 0.0 0.32
H 2.133 3.234 1.620 0.0 0.0 0.0 0.43
H 4.299 4.111 2.462 0.0 0.0 0.0 0.44
H 6.405 2.982 1.839 0.0 0.0 0.0 0.39
H 6.356 1.006 0.355 0.0 0.0 0.0 0.44
H 4.216 0.187 -0.533 0.0 0.0 0.0 0.18
H -0.156 0.475 -2.503 0.0 0.0 0.0 -0.37
H -0.120 1.219 -4.846 0.0 0.0 0.0 0.48
H 1.614 2.811 -5.617 0.0 0.0 0.0 0.42
H 3.304 3.652 -4.018 0.0 0.0 0.0 0.44
H 3.248 2.939 -1.673 0.0 0.0 0.0 0.41
Br 1.878 0.313 3.413 0.0 0.1 0.0 0.08
C 0.101 -0.117 3.808 0.0 0.2 0.2 -0.10
C -0.290 -0.166 5.140 0.0 0.0 -0.1 -0.78
C -1.571 -0.590 5.444 0.0 0.0 -0.2 -0.85
C -2.398 -1.013 4.413 0.2 0.0 -0.1 -0.69
C -1.914 -0.946 3.122 -0.4 0.0 0.3 0.63
N -0.715 -0.422 2.809 -0.3 -0.3 0.2 1.17
C -2.692 -1.528 1.963 -0.4 0.0 0.3 0.06
O -3.843 -1.882 2.094 0.2 0.0 0.1 -0.69
O -2.001 -1.568 0.868 -0.5 0.0 -0.2 -0.43
H 0.419 0.101 5.908 0.0 0.0 0.0 0.51
H -1.898 -0.634 6.473 0.0 0.0 0.0 0.47
H -3.382 -1.426 4.573 0.0 0.0 0.0 0.62
O 3.077 -8.353 -0.772 0.0 0.0 0.0 -0.50
C 1.787 -8.158 -0.395 0.0 -0.2 0.1 0.60
O 0.977 -9.019 -0.604 0.0 0.1 -0.1 -0.57
C 1.472 -6.872 0.280 -0.1 0.2 0.0 0.99
C 0.126 -6.523 0.422 0.2 -0.1 -0.1 -1.03
C -0.233 -5.337 1.023 0.0 0.0 0.1 -0.23
C 0.733 -4.452 1.519 0.0 -0.1 0.0 -0.30
S 0.263 -2.942 2.252 0.3 0.3 0.0 -0.01
C 2.076 -4.827 1.410 -0.1 -0.1 0.3 -1.17
C 2.440 -6.009 0.797 -0.1 -0.1 0.0 -0.84
H 3.594 -7.560 -0.595 0.0 0.0 0.0 0.28
H -0.624 -7.203 0.043 0.0 0.0 0.0 0.44
H -1.277 -5.066 1.112 0.0 0.0 0.0 0.51
H 2.833 -4.178 1.829 -0.2 -0.2 0.1 0.93
H 3.496 -6.257 0.767 0.0 0.0 0.0 0.29
```
Forces are in eV/Å.